(1)
Below is a single C4H8FNO molecule at a distorted geometry, with properties calculated with ωB97M-V/def2-TZVPD.

Properties
**2S+1**: 1
**F_max**: 5.01 eV/Å
**Energy relative to the best compared isomer or geometry (same formula, charge and spin)**: 3.866 eV
**Total energy**: -10528.63777 eV
**Kohn-Sham gap**: 9.67 eV
**SMILES string**: C=C(ON)[C@@H](C)F

Last column: natural (NBO) charge in e.
Cartesian coordinates (Å):
C1 0.16 2.19 0.09  -0.583
C2 -0.13 0.97 0.48  0.316
C3 1.12 -0.83 -0.84  -0.658
C4 1.22 -0.16 0.63  0.209
N1 -2.41 0.43 -0.08  -0.505
O1 -1.21 0.22 0.65  -0.399
F1 2.40 0.42 0.89  -0.339
H1 -0.67 2.78 -0.27  0.203
H2 1.25 2.54 0.04  0.242
H3 1.99 -0.92 -1.43  0.223
H4 0.37 -0.26 -1.41  0.224
H5 0.67 -1.92 -0.66  0.210
H6 0.89 -0.98 1.40  0.163
H7 -3.03 -0.19 0.48  0.355
H8 -2.82 1.36 0.03  0.338

(2)
Below is a molecular structure, C30H50CdF3O20 at a distorted geometry, with properties calculated with ωB97M-V/def2-TZVPD.

Properties
**2S+1**: 1
**Charge**: +1
**F_max**: 5.65 eV/Å
**Total energy**: -85568.75177 eV
**Kohn-Sham gap**: 2.99 eV

Last column: Mulliken charge in e.
Cartesian coordinates (Å):
Cd1 0.69 -4.71 -5.44  0.866
C1 0.37 -0.23 -1.77  0.083
O1 1.23 0.37 -2.70  -0.228
O2 -0.04 -1.32 -2.54  -0.519
C2 1.07 -0.31 -0.30  0.753
F1 2.16 -1.14 -0.16  -0.270
F2 1.47 0.88 0.23  -0.245
F3 0.18 -0.73 0.61  -0.255
C3 1.21 1.84 -2.64  -0.156
C4 1.73 2.52 -3.87  -1.291
H1 2.80 2.32 -3.88  0.318
H2 1.22 2.21 -4.79  0.314
H3 1.43 3.56 -3.71  0.365
H4 1.81 2.18 -1.81  0.291
H5 0.19 2.22 -2.61  0.320
H6 -0.50 0.40 -1.60  0.304
C5 0.84 -2.64 -7.73  -0.626
O3 1.86 -3.07 -6.83  -0.183
C6 3.20 -2.75 -7.22  -0.546
C7 4.17 -2.99 -6.10  -0.621
O4 3.68 -4.30 -5.57  -0.254
C8 4.51 -4.67 -4.43  -0.516
C9 3.93 -5.94 -3.93  -0.543
O5 2.49 -5.83 -4.02  -0.157
C10 1.79 -6.49 -2.92  -0.724
H7 1.12 -1.67 -8.13  0.328
H8 0.01 -2.68 -7.03  0.193
H9 0.64 -3.49 -8.38  0.299
H10 3.29 -1.70 -7.49  0.381
H11 3.40 -3.38 -8.09  0.347
H12 4.20 -2.13 -5.43  0.403
H13 5.12 -3.10 -6.61  0.344
H14 4.42 -3.91 -3.66  0.303
H15 5.53 -4.76 -4.81  0.363
H16 4.04 -5.75 -2.86  0.293
H17 4.46 -6.86 -4.18  0.376
H18 2.15 -6.20 -1.94  0.320
H19 1.95 -7.56 -3.07  0.345
H20 0.71 -6.38 -2.98  0.225
C11 -8.84 0.18 0.58  -1.357
C12 -7.90 -0.89 0.07  0.514
C13 -6.75 -1.07 0.95  -0.513
O6 -6.74 -2.40 1.20  -0.343
C14 -7.84 -3.03 0.72  0.682
O7 -8.20 -4.19 0.85  -0.561
O8 -8.61 -2.09 0.21  -0.344
H21 -9.82 0.05 0.12  0.338
H22 -8.52 1.12 0.12  0.373
H23 -8.85 0.28 1.66  0.370
H24 -7.54 -0.85 -0.96  0.320
H25 -6.79 -0.56 1.91  0.252
H26 -5.79 -0.78 0.54  0.270
C15 7.36 1.34 0.46  -1.270
C16 8.06 0.86 1.80  0.532
C17 8.53 -0.56 1.77  -0.560
O9 9.95 -0.51 1.90  -0.329
C18 10.38 0.76 1.92  0.642
O10 11.57 1.10 2.00  -0.549
O11 9.27 1.51 1.87  -0.367
H27 6.82 2.26 0.63  0.315
H28 6.69 0.67 -0.08  0.348
H29 8.11 1.51 -0.31  0.381
H30 7.37 0.77 2.64  0.253
H31 8.01 -1.07 0.96  0.295
H32 8.09 -1.05 2.63  0.310
C19 2.70 -3.63 8.56  -1.185
C20 1.13 -3.34 8.83  0.280
C21 0.63 -4.36 9.83  -0.539
O12 0.51 -3.79 11.08  -0.294
C22 0.81 -2.47 10.87  0.635
O13 0.61 -1.64 11.78  -0.574
O14 1.11 -2.21 9.60  -0.315
H33 2.99 -4.64 8.26  0.373
H34 3.29 -3.36 9.44  0.342
H35 2.90 -2.90 7.78  0.311
H36 0.35 -3.05 8.12  0.377
H37 1.21 -5.28 9.78  0.312
H38 -0.39 -4.67 9.61  0.277
C23 -4.12 4.62 6.77  -1.524
C24 -2.88 4.32 6.01  0.556
C25 -2.45 2.91 5.93  -0.316
O15 -2.86 2.63 4.59  -0.338
C26 -3.12 3.78 3.87  0.648
O16 -3.37 3.93 2.71  -0.527
O17 -2.86 4.82 4.72  -0.381
H39 -4.07 4.33 7.83  0.362
H40 -4.97 4.18 6.27  0.345
H41 -4.53 5.63 6.69  0.379
H42 -2.12 4.83 6.59  0.252
H43 -3.09 2.28 6.55  0.273
H44 -1.37 2.76 5.98  0.272
C27 -5.35 7.98 -3.73  -1.345
C28 -5.73 7.28 -5.02  0.421
C29 -4.53 6.86 -5.89  -0.513
O18 -4.77 5.53 -6.23  -0.333
C30 -5.67 5.01 -5.35  0.648
O19 -6.02 3.86 -5.29  -0.550
O20 -6.19 6.01 -4.57  -0.315
H45 -6.27 8.30 -3.24  0.353
H46 -4.72 8.86 -3.87  0.361
H47 -4.94 7.44 -2.88  0.356
H48 -6.46 7.78 -5.66  0.293
H49 -3.55 6.67 -5.45  0.294
H50 -4.41 7.58 -6.69  0.332